ORCA calculation (ωB97M-V/def2-TZVPD) on 3 unconnected molecules or ions with the total composition C37H48BrFN2O9 in a non-equilibrium geometry.

Summary:
SMILES string = C=C[C@@](C#N)(CCCCCCCCCCCCCC)[C@](C#N)(CCCF)CC(=O)Br.O=C1C=C(O)C(=O)C=C1O.O=C1C=C(O)C(=O)C=C1O
charge = 0
HOMO-LUMO gap = 6.82 eV
highest occupied orbital energy = -8.5346 eV

Each line ends with the Löwdin charge.
Positions of all 98 atoms, in Å:
C  4.0546  -0.6053  -0.5577  0.047
C  3.1549  -0.1971  -1.5417  -0.095
C  1.6546  -0.5275  -1.5422  -0.338
C  1.3662  -0.9507  -0.1234  -0.203
N  1.1079  -1.1396  0.9563  0.230
C  0.8259  0.7520  -1.9296  -0.137
C  0.0322  1.4114  -0.7786  -0.179
C  -1.3376  0.7251  -0.4832  -0.209
C  -2.5118  1.7266  -0.3518  -0.196
C  -3.8461  0.8941  -0.3439  -0.206
C  -4.5934  0.9763  1.0289  -0.205
C  -5.3470  -0.3433  1.3419  -0.214
C  -6.4485  -0.6869  0.2955  -0.198
C  -6.5540  -2.2377  0.1272  -0.207
C  -8.0037  -2.7406  -0.1375  -0.214
C  -8.8041  -1.8812  -1.1519  -0.223
C  -8.0330  -1.6701  -2.4870  -0.209
C  -9.0123  -1.3176  -3.6638  -0.254
C  -8.8337  -2.3474  -4.8045  -0.127
C  1.3406  -1.6981  -2.5643  -0.309
C  -0.1075  -2.0256  -2.3923  -0.187
N  -1.1792  -2.3478  -2.4353  0.262
C  2.1609  -2.9935  -2.2775  -0.120
C  1.5540  -3.9732  -1.2370  -0.150
C  0.7387  -5.1424  -1.8702  -0.198
F  -0.5340  -5.2318  -1.3316  -0.060
C  1.7103  -1.2159  -4.0099  -0.093
C  0.5156  -0.9953  -4.9517  -0.781
O  -0.1870  -1.7959  -5.3616  0.099
Br  0.2113  0.8771  -5.5652  0.666
H  4.1766  -0.1098  0.4120  0.047
H  4.7266  -1.4446  -0.8077  0.074
H  3.5235  0.4037  -2.3891  0.119
H  0.1117  0.5840  -2.7501  0.074
H  1.5463  1.4930  -2.3169  0.117
H  -0.2301  2.4266  -1.1324  0.110
H  0.6214  1.5743  0.1360  0.110
H  -1.2681  0.1942  0.4826  0.108
H  -1.6078  -0.0155  -1.2469  0.085
H  -2.4436  2.3799  0.5278  0.109
H  -2.5467  2.3209  -1.2819  0.105
H  -3.5999  -0.1731  -0.4902  0.102
H  -4.4908  1.1789  -1.1877  0.103
H  -3.8278  1.0962  1.8098  0.104
H  -5.2805  1.8332  0.9528  0.112
H  -5.7768  -0.2619  2.3519  0.108
H  -4.6209  -1.1744  1.3263  0.105
H  -6.2118  -0.2166  -0.6649  0.084
H  -7.4240  -0.3543  0.6864  0.109
H  -5.9167  -2.5367  -0.7195  0.109
H  -6.1978  -2.7595  1.0301  0.104
H  -8.5492  -2.7855  0.8191  0.106
H  -7.9275  -3.7477  -0.5808  0.106
H  -9.6994  -2.4700  -1.4230  0.103
H  -9.1730  -0.9333  -0.7338  0.107
H  -7.3105  -0.8529  -2.3641  0.093
H  -7.5218  -2.6067  -2.7591  0.106
H  -10.0423  -1.3566  -3.2731  0.093
H  -8.8559  -0.2902  -4.0234  0.099
H  -9.0504  -3.3715  -4.4662  0.073
H  -7.7877  -2.3274  -5.1508  0.073
H  -9.4743  -2.0963  -5.6642  0.065
H  3.1952  -2.7601  -1.9896  0.107
H  2.2537  -3.5600  -3.2200  0.116
H  0.9267  -3.5126  -0.4618  0.103
H  2.4029  -4.4307  -0.7034  0.113
H  0.6674  -5.0049  -2.9576  0.114
H  1.2401  -6.0820  -1.5972  0.115
H  2.2768  -0.2765  -4.0067  0.090
H  2.3646  -1.9338  -4.5256  0.136
O  5.3088  1.1999  1.8994  0.079
C  6.0025  2.0952  1.4451  -0.305
C  7.4460  2.1471  1.6220  0.051
C  8.1518  3.1631  1.1156  -0.231
O  9.4802  3.2436  1.2579  0.110
C  7.4954  4.2742  0.3584  -0.312
O  8.1815  5.1847  -0.0665  0.113
C  6.0493  4.2104  0.1599  0.078
C  5.3451  3.1927  0.6646  -0.231
O  4.0191  3.0985  0.5028  0.101
H  7.9077  1.3430  2.1701  0.127
H  9.7454  4.0673  0.8053  0.119
H  5.5876  5.0096  -0.4031  0.137
H  3.7524  2.2793  0.9624  0.110
O  4.9216  3.0351  8.8256  0.114
C  5.5537  2.8326  7.8065  -0.313
C  6.9971  3.0293  7.7133  0.078
C  7.6348  2.8055  6.5593  -0.231
O  8.9553  2.9725  6.4351  0.113
C  6.9027  2.3538  5.3335  -0.286
O  7.5304  2.1823  4.3021  0.096
C  5.4658  2.1341  5.4305  0.084
C  4.8270  2.3546  6.5860  -0.231
O  3.5132  2.1632  6.7155  0.118
H  7.5136  3.3576  8.6043  0.137
H  9.1655  2.7485  5.5079  0.120
H  4.9528  1.7905  4.5421  0.127
H  3.3012  2.3937  7.6411  0.122

=====

ORCA calculation (ωB97M-V/def2-TZVPD) on a molecular structure, C37H48ClGeN3O10S2V in a non-equilibrium geometry.

Summary:
2S+1 = 2
expectation value of S² = 0.765
charge = 0
HOMO-LUMO gap (spin up / spin down) = 5.62 / 6.33 eV
highest occupied orbital energy (spin up / spin down) = -7.4042 / -7.4129 eV

Each line ends with the Mulliken spin population.
Positions of all 103 atoms, in Å:
V  0.6381  -0.4219  0.3876  1.068
C  -1.2105  -3.4658  2.4560  -0.002
C  -0.2042  -2.3238  2.6078  -0.015
C  -0.3027  -1.7114  3.9997  -0.003
C  1.1993  -2.8730  2.3748  0.015
O  -0.5083  -1.2928  1.6354  0.050
Ge  -2.5205  -0.6522  1.3381  0.007
O  -2.1266  1.1341  1.4399  0.011
C  -2.3709  2.0190  2.5288  0.002
C  -1.1744  2.0352  3.4782  0.001
C  -3.6312  1.6135  3.3005  0.000
C  -2.5718  3.4140  1.9426  0.000
O  -2.1828  -0.6813  -0.4404  0.003
C  -2.7900  -1.4229  -1.4893  -0.002
C  -4.0556  -2.1340  -1.0037  -0.001
C  -1.7923  -2.4470  -2.0250  0.001
C  -3.1616  -0.4438  -2.6033  0.001
H  -0.8725  -4.3412  3.0122  0.000
H  -2.1917  -3.1697  2.8248  0.001
H  -1.3052  -3.7311  1.3998  0.000
H  -0.1341  -2.4680  4.7672  0.000
H  0.4396  -0.9176  4.1096  0.000
H  -1.2966  -1.2814  4.1381  0.000
H  1.4571  -3.5868  3.1565  0.000
H  1.2520  -3.3821  1.4098  -0.002
H  1.9366  -2.0687  2.3882  -0.003
H  -1.0263  1.0385  3.9010  0.000
H  -0.2732  2.3060  2.9300  0.000
H  -1.3280  2.7481  4.2916  0.000
H  -3.4760  0.6552  3.8026  0.000
H  -3.8848  2.3652  4.0502  0.000
H  -4.4682  1.5015  2.6073  0.000
H  -1.6714  3.7329  1.4108  0.000
H  -3.4116  3.4140  1.2453  0.000
H  -2.7722  4.1339  2.7393  0.000
H  -3.8121  -2.8380  -0.2029  -0.001
H  -4.7637  -1.3999  -0.6110  0.001
H  -4.5286  -2.6804  -1.8215  0.000
H  -1.5589  -3.1819  -1.2469  0.001
H  -2.1969  -2.9698  -2.8951  -0.001
H  -0.8719  -1.9353  -2.3109  0.004
H  -3.7936  0.3471  -2.1938  0.000
H  -2.2618  0.0129  -3.0188  0.001
H  -3.6993  -0.9540  -3.4062  0.000
C  1.7054  -6.4452  -1.9131  0.000
O  2.7023  -5.6724  -2.5652  0.001
C  2.7177  -4.3465  -2.3367  0.004
C  3.7719  -3.6292  -2.9073  -0.011
C  3.8909  -2.2835  -2.6690  0.001
C  2.9761  -1.6002  -1.8643  0.016
C  3.1071  -0.1741  -1.5397  -0.004
C  4.2238  0.6067  -2.1580  -0.001
O  2.3414  0.4237  -0.7690  -0.024
C  1.8978  -2.3200  -1.3592  -0.010
O  0.9735  -1.6919  -0.6156  -0.051
C  1.7670  -3.6818  -1.5767  -0.011
H  1.9110  -7.4785  -2.1728  0.000
H  0.7042  -6.1779  -2.2588  0.000
H  1.7604  -6.3253  -0.8287  0.000
H  4.4848  -4.1600  -3.5236  0.000
H  4.7158  -1.7472  -3.1150  -0.001
H  5.1820  0.1070  -2.0175  0.000
H  4.2613  1.5953  -1.7089  0.000
H  4.0310  0.7099  -3.2297  0.000
H  0.9130  -4.1800  -1.1393  -0.001
Cl  4.2105  5.8380  4.7242  0.000
C  3.6803  4.4065  3.9019  0.000
C  2.8101  4.5241  2.8294  0.000
C  2.3623  3.3769  2.1967  -0.001
C  2.8017  2.1294  2.6268  -0.003
C  3.6999  2.0284  3.6824  0.000
C  4.1347  3.1688  4.3348  0.000
C  2.3163  0.8888  1.9738  -0.016
O  2.9782  -0.1327  1.9583  -0.001
O  1.1056  0.9322  1.4514  -0.042
H  2.4916  5.5025  2.4973  0.000
H  1.6800  3.4407  1.3573  0.001
H  4.0436  1.0472  3.9820  0.000
H  4.8222  3.1042  5.1665  0.000
N  -3.3301  -0.5611  -7.9706  0.000
C  -2.1947  -0.4295  -7.1934  0.000
C  -1.8661  -1.4078  -6.2461  0.000
C  -0.7001  -1.3087  -5.5160  0.000
C  0.1533  -0.2298  -5.7232  0.000
C  -0.1676  0.7603  -6.6388  0.000
C  -1.3356  0.6580  -7.3733  0.000
S  1.5981  -0.0944  -4.7247  0.000
O  2.2432  1.1652  -5.0202  0.000
O  2.3780  -1.2963  -4.8616  0.000
N  1.0115  -0.1135  -3.2187  0.007
C  0.3876  0.9210  -2.6787  -0.011
S  0.0605  2.5020  -3.4638  -0.004
C  -0.8365  3.0037  -2.0782  0.002
C  -0.8417  2.0519  -1.1334  0.029
N  -0.1604  0.9027  -1.4647  -0.003
H  -4.0381  -1.2046  -7.6691  0.000
H  -3.6514  0.2429  -8.4777  0.000
H  -2.5385  -2.2448  -6.0892  0.000
H  -0.4358  -2.0575  -4.7786  0.000
H  0.5041  1.5996  -6.7643  0.000
H  -1.5974  1.4278  -8.0910  0.000
H  -1.3154  3.9690  -2.0339  0.000
H  -1.3495  2.0894  -0.1837  -0.003

=====

ORCA calculation (ωB97M-V/def2-TZVPD) on a molecular structure, C37H48N3O6RuS.

Summary:
2S+1 = 6
energy relative to the best compared isomer or geometry (same formula, charge and spin) = 45.46 kJ/mol
expectation value of S² = 8.791
charge = 0
HOMO-LUMO gap (spin up / spin down) = 6.28 / 5.74 eV
highest occupied orbital energy (spin up / spin down) = -6.8071 / -8.1197 eV

Each line ends with the Mulliken spin population.
Positions of all 96 atoms, in Å:
Ru  0.4719  0.2299  -1.8356  2.512
C  -4.1282  2.2109  3.7890  0.022
C  -3.8511  0.7384  3.4474  0.028
C  -2.8709  0.1839  4.4803  0.009
C  -5.1571  -0.0640  3.5390  0.024
C  -3.3028  0.6699  2.0280  0.072
C  -2.0118  0.2415  1.7645  0.001
C  -1.5113  0.2770  0.4694  0.067
N  -0.2516  -0.0832  0.0721  0.279
C  0.7838  -0.4555  0.8626  0.068
C  1.0345  -0.0867  2.1919  -0.073
C  2.1592  -0.5555  2.8219  0.085
C  3.0533  -1.4231  2.1146  0.105
C  2.9076  -1.7698  0.8019  0.104
C  1.7590  -1.2464  0.1338  0.224
O  1.5403  -1.4076  -1.1289  0.235
C  3.9321  -2.5975  0.0377  0.019
C  5.0544  -3.0776  0.9579  -0.002
C  3.2652  -3.8342  -0.5808  0.010
C  4.5628  -1.7310  -1.0659  -0.005
C  2.5191  -0.1629  4.2497  0.009
C  2.5723  -1.4337  5.1105  0.017
C  1.4947  0.7937  4.8556  0.005
C  3.8909  0.5268  4.2586  0.019
C  -2.4082  0.5919  -0.6386  0.155
O  -1.9989  0.3949  -1.8122  0.419
C  -3.7357  1.0886  -0.3452  0.132
C  -4.1255  1.1173  0.9624  0.037
C  -4.6197  1.5802  -1.4837  0.013
C  -3.8675  2.6578  -2.2819  0.012
C  -5.0035  0.4094  -2.3997  0.016
C  -5.9151  2.2029  -0.9599  -0.001
H  -4.5067  2.2870  4.8104  0.002
H  -3.2191  2.8078  3.7124  -0.001
H  -4.8720  2.6475  3.1227  -0.001
H  -3.3314  0.2263  5.4683  0.000
H  -2.6061  -0.8560  4.2802  0.000
H  -1.9510  0.7699  4.5225  -0.001
H  -5.5499  -0.0166  4.5565  0.002
H  -5.9232  0.3262  2.8697  -0.001
H  -4.9910  -1.1124  3.2868  0.000
H  -1.3922  -0.1181  2.5651  0.011
H  0.3904  0.6385  2.6578  -0.003
H  3.9175  -1.7802  2.6554  0.015
H  4.6757  -3.6975  1.7730  0.000
H  5.7530  -3.6820  0.3780  0.000
H  5.6165  -2.2465  1.3870  0.000
H  2.8343  -4.4688  0.1960  -0.001
H  2.4798  -3.5625  -1.2812  -0.001
H  4.0150  -4.4199  -1.1165  0.000
H  5.0404  -0.8488  -0.6367  0.000
H  5.3264  -2.3125  -1.5882  0.001
H  3.8238  -1.4015  -1.7919  0.002
H  1.6072  -1.9423  5.1115  0.000
H  3.3259  -2.1342  4.7509  -0.002
H  2.8238  -1.1783  6.1416  0.002
H  0.5076  0.3320  4.9298  0.000
H  1.8078  1.0641  5.8651  0.000
H  1.4003  1.7130  4.2766  -0.002
H  4.6812  -0.1282  3.8926  -0.002
H  3.8808  1.4229  3.6380  -0.002
H  4.1474  0.8170  5.2793  0.002
H  -5.1081  1.4896  1.2110  0.006
H  -2.9652  2.2686  -2.7461  -0.002
H  -4.5253  3.0529  -3.0590  0.000
H  -3.5762  3.4843  -1.6320  -0.001
H  -4.1258  -0.0765  -2.8158  -0.004
H  -5.5879  -0.3332  -1.8526  -0.003
H  -5.6157  0.7779  -3.2256  0.001
H  -5.7214  3.0434  -0.2920  0.001
H  -6.4912  2.5785  -1.8063  0.000
H  -6.5389  1.4777  -0.4336  0.001
N  -0.5212  -1.1985  -3.6507  0.084
C  0.3037  -1.0957  -4.8073  -0.043
C  0.0800  -1.8095  -5.9508  0.010
C  0.9346  -1.6959  -7.0695  -0.003
C  2.0013  -0.8490  -7.0314  0.008
C  2.2743  -0.1047  -5.8576  -0.006
C  3.3830  0.7711  -5.7557  0.014
C  3.6231  1.4324  -4.5914  -0.013
C  2.7591  1.2208  -3.4969  0.031
N  1.7187  0.4203  -3.5682  0.011
C  1.4404  -0.2423  -4.7369  0.019
H  -1.2808  -0.5214  -3.6294  -0.019
H  -0.9296  -2.1206  -3.5563  0.003
H  -0.7828  -2.4625  -5.9989  0.000
H  0.7268  -2.2768  -7.9568  0.000
H  2.6560  -0.7356  -7.8853  0.000
H  4.0278  0.9023  -6.6160  0.000
H  4.4548  2.1109  -4.4734  0.000
H  2.9025  1.7109  -2.5379  -0.007
O  -0.0155  2.1376  -1.8907  0.158
S  0.9419  2.8178  -0.7949  -0.016
O  1.4744  4.0235  -1.3634  0.013
O  1.9663  1.7158  -0.6696  0.100
O  0.1625  2.9535  0.4126  0.017

=====

Question: What is the formula in the second record?
Answer: C37H48ClGeN3O10S2V